{"formula": "C13H27Al2BrCl4FLiNO9S", "method": "wB97M-V/def2-TZVPD", "symbols": ["C", "O", "C", "C", "C", "C", "C", "S", "H", "H", "H", "H", "H", "H", "H", "H", "H", "H", "H", "H", "H", "Al", "C", "C", "O", "N", "C", "H", "H", "H", "H", "H", "H", "H", "C", "C", "O", "O", "H", "H", "H", "C", "Cl", "Cl", "Cl", "H", "O", "Cl", "O", "O", "O", "Al", "C", "O", "H", "H", "H", "Br", "F", "Li"], "coordinates": [[-1.4229, -3.5152, 2.0244], [-0.2524, -2.7955, 1.6058], [0.1625, -3.1016, 0.3043], [0.8309, -1.8120, -0.2790], [-0.3073, -0.8007, -0.5082], [-0.0412, 0.6701, -0.1478], [-0.5531, 1.0304, 1.2397], [0.3622, 0.4376, 2.5012], [-1.8679, -2.9732, 2.8531], [-1.1267, -4.5118, 2.3573], [-2.1545, -3.6111, 1.2200], [0.8385, -3.9707, 0.2903], [-0.7463, -3.3167, -0.3340], [1.3122, -2.0800, -1.2394], [1.6434, -1.5140, 0.3871], [-0.4886, -0.8814, -1.5791], [-1.2114, -1.0913, 0.0287], [-0.6199, 1.2959, -0.8304], [1.0169, 0.9462, -0.1545], [-0.6430, 2.1148, 1.3506], [0.0495, 1.2390, 3.5841], [-0.2239, -3.1492, -2.0385], [4.5285, -0.9976, -2.8581], [4.1350, -0.9196, -1.4212], [3.6372, -1.9146, -0.8424], [4.3154, 0.2324, -0.7681], [4.8700, 1.4746, -1.2892], [4.3090, -1.9916, -3.2320], [3.9526, -0.2752, -3.4332], [5.5976, -0.8039, -2.9668], [4.0192, 0.2184, 0.1950], [5.7527, 1.7466, -0.7102], [4.1268, 2.2637, -1.1956], [5.1447, 1.3706, -2.3310], [-1.5821, 0.5163, 5.8771], [-1.2534, 2.0039, 5.8009], [-2.0773, 2.8113, 6.1335], [-0.0362, 2.2901, 5.3593], [-2.5914, 0.3673, 6.2463], [-1.5012, 0.0611, 4.8850], [-0.8824, 0.0139, 6.5468], [-3.8630, 1.2941, -2.7364], [-3.1464, 1.3349, -4.3713], [-3.6785, -0.3171, -2.0070], [-3.1161, 2.5250, -1.7233], [-4.9268, 1.5018, -2.8054], [-7.8699, 1.6847, 0.1448], [-6.5902, 2.2425, -0.1745], [-5.6125, 1.8646, 0.8283], [-6.6712, 3.6722, -0.2667], [-6.1512, 1.7097, -1.4635], [1.9372, 2.4182, 4.2227], [1.3657, 1.5568, -3.3338], [2.2200, 1.1087, -2.5822], [0.7849, 2.4524, -3.0189], [1.5489, 1.6244, -4.4219], [0.2166, 0.7374, -3.4147], [-0.9880, -0.2482, -3.5438], [1.2869, -1.6113, -3.0092], [4.2318, -2.6282, 1.0451]], "nbo_charge": [-0.26, -0.56, -0.12, -0.54, -0.45, -0.51, -0.03, 0.33, 0.21, 0.19, 0.19, 0.20, 0.11, 0.28, 0.22, 0.26, 0.22, 0.28, 0.27, 0.26, 0.19, 0.90, -0.73, 0.74, -0.83, -0.57, -0.41, 0.27, 0.28, 0.24, 0.37, 0.21, 0.22, 0.24, -0.72, 0.79, -0.55, -1.01, 0.26, 0.18, 0.23, -0.27, -0.01, -0.02, 0.00, 0.31, -0.84, 2.56, -0.89, -0.85, -0.94, 0.92, 0.09, -0.52, 0.17, 0.18, 0.14, 0.01, -0.87, 0.99], "charge": 1, "total_energy_ev": -180896.8076, "gap_ha": 0.086, "homo_energy_ev": -9.528}